Formula: C4H13NS
Source: the OMol25 dataset
Level of theory: the ωB97M-V functional and the def2-TZVPD basis

Computed properties:
ΔE to the lowest compared entry with this formula, charge and spin = 172.3 kJ/mol
LUMO energy = 0.242 eV
HOMO-LUMO gap = 9.38 eV
F_max = 0.0784 Eh/bohr
E_tot = -613.06338 Eh
HOMO level = -9.142 eV
SMILES string = CCCN.CS

Last column: natural (NBO) charge in e.
CARTESIAN COORDINATES (ANGSTROEM)
1 C -0.02 -0.04 1.70  -0.22
2 C -0.65 0.80 0.61  -0.41
3 C -0.12 2.24 0.67  -0.61
4 N -0.43 -1.45 1.62  -0.82
5 H 1.09 0.08 1.61  0.15
6 H -0.29 0.32 2.70  0.20
7 H -1.76 0.80 0.60  0.21
8 H -0.39 0.32 -0.36  0.20
9 H -0.46 2.75 1.58  0.20
10 H 0.97 2.24 0.63  0.20
11 H -0.43 2.82 -0.20  0.21
12 H -0.12 -1.85 0.74  0.35
13 H 1.33 -1.04 -0.04  0.16
14 H 0.08 -1.94 2.34  0.35
15 C 0.06 -1.20 -2.98  -0.61
16 S 1.61 -1.10 -1.67  -0.22
17 H -0.71 -0.47 -2.74  0.22
18 H 0.55 -1.06 -3.94  0.23
19 H -0.31 -2.22 -2.87  0.21